#P
DFT (the ωB97M-V functional and the def2-TZVPD basis) results for an isolated molecule of C19H20BNO4.

Calculated values
Kohn-Sham gap ... 8.9689 eV
Structure (SMILES) ... C[C@H](C(=O)N[C@@H](Cc1coc2ccccc12)B(O)O)c1ccccc1

XYZ file:
```
45
Properties=species:S:1:pos:R:3:mulliken_charge:R:1
C 1.389 3.438 -1.511 -1.556
C 0.139 2.640 -1.155 0.388
C -0.039 2.621 0.361 0.020
O 0.043 3.664 0.985 -0.773
N -0.250 1.409 0.952 0.502
C -0.350 1.249 2.350 -0.236
C -1.048 -0.096 2.717 -1.262
C -0.535 -1.273 1.990 1.030
C 0.640 -1.930 2.304 -0.820
O 0.847 -2.981 1.464 -0.424
C -0.210 -2.972 0.595 -0.259
C -0.491 -3.903 -0.431 -0.940
C -1.569 -3.707 -1.225 -0.548
C -2.389 -2.575 -1.069 -0.897
C -2.139 -1.686 -0.044 0.082
C -1.082 -1.932 0.838 0.664
B 1.071 1.302 3.054 0.862
O 1.873 2.394 2.752 -0.701
O 1.512 0.309 3.877 -0.633
C 0.275 1.268 -1.719 0.129
C -0.587 0.858 -2.731 -0.521
C -0.409 -0.379 -3.329 -0.822
C 0.612 -1.208 -2.965 -0.391
C 1.479 -0.816 -1.975 -0.762
C 1.318 0.408 -1.354 0.397
H 1.564 3.316 -2.595 0.395
H 2.249 3.057 -0.944 0.335
H 1.220 4.506 -1.340 0.369
H -0.739 3.163 -1.604 0.554
H -0.470 0.557 0.419 -0.154
H -0.881 2.103 2.805 0.208
H -0.979 -0.284 3.790 0.481
H -2.153 -0.009 2.524 0.391
H 1.354 -1.665 3.056 0.572
H 0.109 -4.798 -0.526 0.402
H -1.794 -4.341 -2.054 0.440
H -3.237 -2.466 -1.716 0.441
H -2.788 -0.838 0.029 0.495
H 1.314 3.010 2.207 0.374
H 2.346 0.543 4.297 0.287
H -1.334 1.551 -3.096 0.414
H -1.023 -0.611 -4.190 0.392
H 0.764 -2.154 -3.461 0.471
H 2.346 -1.430 -1.762 0.396
H 2.032 0.686 -0.570 0.210
```

=====

#Q
DFT (the ωB97M-V functional and the def2-TZVPD basis) results for an isolated molecule of C19H20BNO4.

Calculated values
Kohn-Sham gap ... 7.3855 eV
Structure (SMILES) ... COB(O)c1ccc2c(c1)C(=O)C=C(CCCCn1cccc1)C2=O

XYZ file:
```
45
Properties=species:S:1:pos:R:3:mulliken_charge:R:1
C -0.798 3.245 -3.666 -0.700
O 0.019 2.768 -4.735 -0.516
B 0.961 1.808 -4.466 0.819
O 2.209 1.907 -5.035 -0.512
C 0.605 0.573 -3.552 -0.058
C -0.640 -0.054 -3.668 -0.484
C -0.977 -1.130 -2.862 -0.887
C -0.069 -1.568 -1.911 0.807
C 1.177 -0.958 -1.781 0.600
C 1.516 0.100 -2.608 -0.802
C 2.108 -1.469 -0.736 -0.342
O 3.312 -1.458 -0.876 -0.574
C 1.440 -2.002 0.480 -0.376
C 0.238 -2.578 0.382 0.600
C -0.558 -3.104 1.532 -1.364
C -1.768 -2.203 1.816 -0.877
C -1.446 -0.741 2.115 -0.449
C -0.688 -0.555 3.424 -0.808
N -0.096 0.759 3.557 0.291
C 1.034 1.189 2.921 -0.261
C 1.286 2.477 3.309 -0.625
C 0.269 2.844 4.220 -0.582
C -0.563 1.765 4.351 -0.314
C -0.396 -2.681 -0.976 0.185
O -1.115 -3.608 -1.273 -0.568
H -0.287 3.203 -2.706 0.303
H -1.058 4.277 -3.881 0.266
H -1.721 2.670 -3.591 0.285
H 2.638 2.736 -4.801 0.309
H -1.363 0.307 -4.387 0.583
H -1.936 -1.622 -2.937 0.499
H 2.487 0.563 -2.499 0.471
H 1.955 -1.917 1.429 0.556
H -0.925 -4.097 1.274 0.390
H 0.086 -3.215 2.404 0.463
H -2.370 -2.630 2.618 0.438
H -2.396 -2.226 0.922 0.452
H -2.404 -0.227 2.212 0.341
H -0.921 -0.268 1.286 0.358
H 0.105 -1.297 3.518 0.327
H -1.369 -0.708 4.259 0.314
H 1.585 0.571 2.232 0.259
H 2.117 3.083 2.993 0.433
H 0.159 3.789 4.723 0.415
H -1.441 1.680 4.968 0.336
```

=====

Relative energy table, unit eV: #P 0.000; #Q 1.694

=====

#P
DFT (the ωB97M-V functional and the def2-TZVPD basis) results for the ion C5H11NO2 with charge -2.

Calculated values
Net charge ... -2
Kohn-Sham gap ... 6.5840 eV
Structure (SMILES) ... N[C@@H](C[O-])CCC[O-]

XYZ file:
```
19
Properties=species:S:1:pos:R:3:mulliken_charge:R:1
N -0.591 1.500 -1.843 -0.850
C -0.730 0.789 -0.542 0.460
C -2.153 0.131 -0.451 -0.532
O -3.134 0.787 -1.093 -0.915
C 0.452 -0.167 -0.294 -0.809
C 0.980 -0.193 1.135 -0.386
C 2.124 -1.223 1.402 -0.462
O 2.764 -1.058 2.591 -0.945
H -1.359 2.171 -1.826 0.326
H -0.897 0.832 -2.549 0.308
H -0.615 1.588 0.199 0.203
H -2.295 -0.058 0.652 0.190
H -1.974 -0.918 -0.835 0.147
H 0.197 -1.174 -0.632 0.185
H 1.235 0.141 -1.001 0.328
H 1.339 0.760 1.508 0.280
H 0.168 -0.573 1.748 0.155
H 2.832 -1.106 0.550 0.164
H 1.657 -2.231 1.281 0.152
```

=====

#Q
DFT (the ωB97M-V functional and the def2-TZVPD basis) results for the ion C5H11NO2 with charge -2.

Calculated values
Net charge ... -2
Kohn-Sham gap ... 6.8384 eV
Structure (SMILES) ... [O-]CCCCNC[O-]

XYZ file:
```
19
Properties=species:S:1:pos:R:3:mulliken_charge:R:1
O -3.588 1.218 1.707 -0.926
C -2.724 1.460 0.703 -0.499
C -1.524 0.480 0.877 -0.603
C -0.284 0.459 -0.044 -0.377
C 0.809 -0.682 0.295 -0.532
N 2.199 -0.396 -0.223 -0.545
C 2.632 -1.476 -1.343 -0.053
O 2.932 -0.894 -2.528 -0.913
H -2.331 2.479 0.687 0.252
H -3.132 1.087 -0.289 0.141
H -1.257 0.769 1.858 0.252
H -2.106 -0.439 1.031 0.309
H -0.535 0.216 -1.064 0.241
H 0.067 1.531 -0.109 0.224
H 0.945 -0.673 1.397 0.284
H 0.417 -1.583 -0.020 0.245
H 2.223 0.520 -0.747 0.236
H 3.514 -1.946 -0.774 0.179
H 1.744 -2.130 -1.414 0.085
```

=====

Relative energy table, unit eV: #P 0.000; #Q 0.891

=====

#P
DFT (the ωB97M-V functional and the def2-TZVPD basis) results for the ion C7H10N with charge +1.

Calculated values
Net charge ... +1
Kohn-Sham gap ... 8.4326 eV
Structure (SMILES) ... C=C=C[C@@]1(C)[NH+]=C1C

XYZ file:
```
18
Properties=species:S:1:pos:R:3:mulliken_charge:R:1
C -3.147 0.027 -0.490 -0.582
C -2.201 -0.050 0.352 -0.015
C -1.079 0.012 0.999 -0.583
C 0.194 0.468 0.387 1.218
C -0.028 1.506 -0.683 -1.122
N 1.435 0.700 1.110 -0.365
C 1.295 -0.417 0.442 0.086
C 1.825 -1.740 0.256 -0.877
H -3.586 1.029 -0.805 0.294
H -3.411 -0.748 -1.257 0.283
H -0.902 -0.462 1.996 0.355
H 0.953 1.687 -1.227 0.351
H -0.323 2.459 -0.132 0.315
H -0.890 1.220 -1.276 0.363
H 1.662 0.690 2.094 0.301
H 2.974 -1.692 0.195 0.359
H 1.367 -2.274 -0.616 0.315
H 1.531 -2.351 1.286 0.304
```

=====

#Q
DFT (the ωB97M-V functional and the def2-TZVPD basis) results for the ion C7H10N with charge +1.

Calculated values
Net charge ... +1
Kohn-Sham gap ... 9.5178 eV

XYZ file:
```
18
Properties=species:S:1:pos:R:3:mulliken_charge:R:1
C 0.790 -0.741 -1.833 0.106
C 1.669 -1.314 -2.507 -0.515
C -0.292 0.385 -2.038 -0.259
C -1.107 -0.858 0.167 -0.555
C -0.091 -0.026 0.792 1.202
C -0.333 1.451 1.115 -1.285
C 1.127 -0.663 1.352 -1.437
N -0.254 -0.310 -0.869 0.314
H 0.072 1.434 -2.068 0.321
H -1.151 0.035 -2.695 0.292
H -1.224 -2.013 0.242 0.266
H -2.169 -0.543 -0.014 0.289
H -0.936 1.990 0.285 0.350
H 0.583 2.002 1.405 0.360
H -0.918 1.530 2.072 0.357
H 1.364 -1.603 0.815 0.392
H 0.979 -0.825 2.445 0.395
H 1.892 0.071 1.336 0.406
```

=====

Relative energy table, unit eV: #P 0.000; #Q 3.258